No. 1
ORCA calculation (ωB97M-V/def2-TZVPD) on a 3-piece molecular cluster, C26H51F3N2O4 overall at a distorted geometry.

Last column: Löwdin charge in e.
Element x y z (Å)
1 F -4.19 -0.99 1.43  0.1448
2 F -2.68 -2.36 0.89  0.1631
3 F -4.48 -2.24 -0.28  0.2024
4 O 0.22 3.89 0.97  0.1171
5 O 0.85 0.70 -2.36  0.0611
6 O 2.31 -0.26 -1.00  0.2114
7 O 0.10 -0.71 -0.77  0.0852
8 N 1.81 2.39 0.43  0.1403
9 N 1.94 -3.96 1.48  -0.0198
10 C 6.69 1.01 -4.24  -0.2320
11 C -4.89 0.20 4.86  -0.2656
12 C -6.63 2.52 6.02  -0.2716
13 C -6.30 0.55 4.39  -0.2284
14 C 6.73 -0.51 -4.04  -0.2716
15 C -0.59 0.75 -2.29  -0.1868
16 C -0.05 3.08 -1.20  -0.0745
17 C -0.02 -3.72 -1.51  -0.1947
18 C -0.98 1.83 -1.24  -0.0924
19 C -7.57 1.78 6.97  -0.1134
20 C 1.15 -4.45 -0.80  -0.1916
21 C -0.30 -1.63 -3.08  -0.0893
22 C 4.53 1.87 -2.14  -0.1124
23 C 0.66 3.17 0.14  -0.5240
24 C -3.61 -1.56 0.39  -0.7332
25 C 1.22 -0.11 -1.31  -0.5872
26 C -3.80 0.95 4.11  -0.1087
27 C 8.09 -1.02 -3.57  -0.1138
28 C 0.54 -2.87 -2.68  -0.1496
29 C 6.95 1.83 -2.97  -0.2313
30 C 2.03 -3.54 0.06  -0.2709
31 C -6.70 2.01 4.58  -0.2307
32 C -2.22 -1.16 -1.65  -0.0694
33 C -2.92 -0.48 -0.43  -0.0343
34 C -0.78 -0.72 -1.90  -0.3839
35 C 5.99 1.55 -1.82  -0.2642
36 H 8.37 -0.61 -2.60  0.0645
37 H 7.44 1.29 -4.99  0.1077
38 H -4.74 -0.88 4.72  0.1038
39 H -1.12 1.07 -3.18  0.1687
40 H -8.61 1.88 6.64  0.0741
41 H 1.73 -4.98 -1.55  0.1071
42 H 1.01 -3.69 1.81  0.0601
43 H 1.77 -2.48 -0.01  0.0802
44 H 8.87 -0.76 -4.29  0.0736
45 H 5.96 -0.82 -3.33  0.0974
46 H -3.87 2.03 4.26  0.0675
47 H -4.80 0.38 5.93  0.0983
48 H -2.76 -0.89 -2.56  0.1331
49 H 3.90 1.68 -1.27  0.0382
50 H 8.08 -2.11 -3.47  0.0678
51 H -1.97 2.19 -1.49  0.1205
52 H -0.55 -3.15 -0.75  0.0897
53 H 2.41 2.88 1.08  0.0979
54 H 3.08 -3.66 -0.21  0.1096
55 H 1.56 1.49 0.82  0.0931
56 H 4.42 2.92 -2.42  0.0768
57 H -0.69 3.96 -1.22  0.1134
58 H 6.88 2.89 -3.24  0.1076
59 H 6.07 0.51 -1.50  0.0997
60 H -3.85 0.74 3.04  0.0519
61 H -6.39 0.31 3.32  0.1055
62 H 0.70 -5.17 -0.12  0.1025
63 H 7.97 1.67 -2.63  0.0991
64 H 1.56 -2.56 -2.46  0.1105
65 H -6.88 3.58 6.03  0.1034
66 H -7.73 2.15 4.22  0.1085
67 H -2.32 -2.23 -1.55  0.1115
68 H 6.30 2.16 -0.96  0.1034
69 H -2.81 0.63 4.46  0.0718
70 H -7.33 0.72 7.04  0.0645
71 H 2.57 -3.39 2.03  0.0578
72 H 4.16 1.26 -2.96  0.0666
73 H -0.70 -4.50 -1.85  0.1120
74 H -6.08 2.65 3.95  0.1004
75 H 0.53 -3.52 -3.55  0.1165
76 H -3.70 0.17 -0.82  0.1343
77 H 5.72 1.28 -4.66  0.0995
78 H -5.60 2.45 6.40  0.0979
79 H 0.62 3.17 -2.05  0.1220
80 H -7.02 -0.10 4.90  0.1010
81 H -1.20 -2.01 -3.56  0.1161
82 H 0.23 -1.06 -3.85  0.1258
83 H -7.50 2.20 7.98  0.0683
84 H -1.05 1.44 -0.22  0.1023
85 H -2.25 0.01 0.25  0.1135
86 H 6.49 -0.99 -4.99  0.1025

Calculated values
HOMO-LUMO gap in eV: 9.580
DFT total energy in a.u.: -1731.3531
Largest force on an atom in eV/A: 4.3
HOMO in hartree: -0.33919

=====

No. 2
ORCA calculation (ωB97M-V/def2-TZVPD) on C26H51N4O6OsS2Si as an isolated structure at a distorted geometry.

Last column: Löwdin charge in e.
Element x y z (Å)
1 Os -0.72 0.51 -0.33  1.3445
2 S 1.27 -0.49 0.12  0.5679
3 S -1.54 3.94 -0.92  1.0655
4 Si 0.80 -0.19 2.31  -0.0132
5 O 1.60 1.03 2.91  -0.1068
6 O 0.86 -1.55 3.11  -0.1109
7 O -3.19 -2.16 -2.58  0.0858
8 O -1.70 2.42 -0.79  -0.6872
9 O -1.97 -1.34 -0.93  -0.0517
10 O -0.69 0.41 1.85  -0.3466
11 N -1.76 -4.19 -3.66  0.0921
12 N -2.65 -4.97 -1.71  0.2259
13 N -0.57 0.32 -2.47  -0.0495
14 N -0.43 -5.38 -2.16  0.2212
15 C 3.25 4.78 -4.56  -0.0220
16 C -0.72 -3.67 -4.52  -0.1335
17 C -1.61 -4.85 -2.52  -0.4287
18 C -1.69 -0.38 -3.12  -0.2428
19 C 2.86 1.26 3.57  -0.6108
20 C -2.92 4.37 -2.02  -0.1780
21 C -0.14 3.64 -3.37  -0.1013
22 C -0.24 -2.27 -4.08  -0.1460
23 C -1.86 2.25 2.91  0.0107
24 C -3.07 0.29 1.89  -0.0129
25 C 0.96 3.86 -4.17  -0.0071
26 C 2.10 4.50 -3.68  -0.2364
27 C -1.75 -0.02 4.00  0.0017
28 C -1.85 0.73 2.69  -0.5863
29 C 2.11 4.90 -2.34  0.0030
30 C 2.04 -3.61 2.76  -0.0058
31 C 1.01 4.69 -1.53  -0.0691
32 C 0.71 -2.98 3.17  -0.5971
33 C -1.26 -1.14 -4.38  -0.1215
34 C 2.61 2.47 4.47  -0.0034
35 C -0.40 -3.43 2.22  -0.0132
36 C 3.29 0.05 4.37  -0.0122
37 C 3.87 1.59 2.48  -0.0103
38 C 0.39 -3.29 4.63  0.0070
39 C -0.13 4.08 -2.05  -0.3947
40 C -2.37 -1.40 -2.11  -0.6027
41 H 2.52 -0.25 5.07  0.0961
42 H 1.02 5.02 -0.50  0.1163
43 H 3.49 -0.79 3.70  0.0802
44 H -0.84 -0.44 -5.10  0.1291
45 H 0.69 -2.07 -4.61  0.1253
46 H 1.85 2.24 5.21  0.0942
47 H -3.98 0.56 2.42  0.1157
48 H -0.13 -3.19 1.19  0.0689
49 H 2.27 3.32 3.87  0.0903
50 H 0.29 -0.21 -2.65  0.0921
51 H 0.14 -4.35 -4.53  0.1230
52 H -3.50 -4.47 -1.89  0.1278
53 H -1.12 -3.64 -5.54  0.1454
54 H 1.13 -2.83 5.28  0.0984
55 H 2.84 -3.21 3.37  0.0934
56 H -3.83 4.33 -1.43  0.0722
57 H 3.21 4.22 -5.49  0.0901
58 H -1.70 -1.09 3.83  0.0749
59 H -2.62 -5.56 -0.90  0.1368
60 H 2.25 -3.41 1.71  0.0833
61 H -2.66 -3.74 -3.78  0.1421
62 H 4.20 4.60 -4.06  0.0979
63 H 2.00 -4.68 2.92  0.1027
64 H 0.93 3.56 -5.21  0.1275
65 H 4.19 0.27 4.92  0.1099
66 H -2.60 2.49 3.66  0.1115
67 H -0.52 -4.50 2.31  0.1009
68 H 3.52 2.75 4.99  0.1029
69 H -2.62 0.19 4.62  0.1196
70 H -1.35 -2.95 2.44  0.0821
71 H -0.03 -2.32 -3.01  0.1092
72 H -2.48 0.34 -3.37  0.1636
73 H -2.16 -1.55 -4.83  0.1294
74 H -2.10 2.77 1.99  0.0692
75 H -1.03 3.19 -3.79  0.1073
76 H 3.25 5.85 -4.81  0.1114
77 H 2.98 5.40 -1.95  0.1332
78 H -3.07 -0.79 1.74  0.0923
79 H -0.89 2.58 3.27  0.0961
80 H 3.99 0.74 1.81  0.0810
81 H 3.55 2.45 1.90  0.0902
82 H -0.40 -6.00 -1.36  0.1343
83 H -2.77 5.38 -2.39  0.0873
84 H 0.31 -5.49 -2.84  0.1224
85 H -2.99 3.66 -2.84  0.0609
86 H -0.59 -2.93 4.92  0.0867
87 H 0.42 -4.36 4.80  0.1020
88 H 4.84 1.81 2.93  0.1054
89 H -0.45 1.24 -2.91  0.0824
90 H -3.09 0.78 0.92  0.0598
91 H -0.87 0.30 4.56  0.1016

Calculated values
HOMO-LUMO gap (spin up / spin down) in eV: 5.845 / 5.456
DFT total energy in a.u.: -2867.5756
Total charge: +3
Largest force on an atom in eV/A: 4.9
HOMO (spin up / spin down) in hartree: -0.61493 / -0.61516

=====

No. 3
ORCA calculation (ωB97M-V/def2-TZVPD) on a 10-piece molecular cluster, C26H52Br8O18 overall at a distorted geometry.

Last column: Löwdin charge in e.
Element x y z (Å)
1 Br 1.47 4.48 1.56  0.6706
2 Br 1.46 -1.80 -1.37  0.7076
3 Br 5.29 2.91 -0.68  0.6328
4 Br 4.83 -5.78 0.23  0.6379
5 Br -2.32 -1.42 -2.10  0.6078
6 Br -4.33 -3.37 1.55  0.7017
7 Br 0.30 -5.42 0.20  0.6737
8 Br 4.37 -0.73 -3.49  0.5821
9 O 1.05 -0.40 -6.32  -0.0142
10 O 1.81 -0.49 -8.40  -0.0047
11 O -0.78 -4.93 3.77  -0.0667
12 O 2.26 5.10 -2.45  0.1157
13 O -1.51 0.88 0.69  0.1365
14 O 1.47 -4.68 3.60  0.1563
15 O -2.44 -1.10 5.83  0.0935
16 O 0.60 0.69 1.56  -0.0141
17 O 1.34 3.59 -3.79  -0.0313
18 O -2.05 3.71 2.02  -0.0174
19 O -3.20 3.71 0.20  -0.0024
20 O -0.37 -0.91 -7.94  0.1429
21 O 0.74 -6.73 3.93  -0.0096
22 O 0.23 1.59 -0.39  -0.0445
23 O 0.24 5.51 -3.36  -0.0026
24 O -3.97 2.48 1.91  0.1432
25 O -2.71 0.52 4.32  -0.0436
26 O -1.41 0.97 5.98  -0.0064
27 C -2.18 0.03 5.43  -0.6208
28 C 2.71 -0.43 -0.95  -0.6950
29 C 2.60 3.11 -4.15  -0.0709
30 C 1.33 4.77 -3.13  -0.6081
31 C -0.72 0.44 7.23  0.0250
32 C 2.66 3.42 0.41  -0.6492
33 C -0.03 0.22 2.80  0.0112
34 C 0.54 -5.37 3.74  -0.5737
35 C 1.59 -0.92 -9.75  -0.0358
36 C -3.51 -0.37 3.53  -0.0372
37 C -4.08 -2.13 0.06  -0.6495
38 C -0.52 2.38 -1.32  0.0208
39 C 3.01 -6.10 0.79  -0.7026
40 C -4.04 2.92 -0.65  -0.0293
41 C -0.38 -7.51 3.71  -0.1161
42 C -1.04 -3.56 3.43  -0.0522
43 C -2.63 -2.15 -0.27  -0.6540
44 C -1.99 3.47 3.42  -0.0539
45 C 0.72 -0.62 -7.63  -0.6152
46 C -3.16 3.21 1.44  -0.6352
47 C -0.12 -0.51 -5.51  -0.0685
48 C 0.01 6.64 -2.45  -0.0016
49 C 4.06 4.07 0.37  -0.6125
50 C 4.07 -0.72 -1.53  -0.6776
51 C 2.17 -4.90 0.44  -0.7093
52 C -0.34 1.00 0.62  -0.6398
53 H -0.60 3.38 -0.93  0.0928
54 H 2.15 -4.21 1.27  0.0413
55 H -0.60 -0.66 2.67  0.0626
56 H 0.40 0.65 7.10  0.1154
57 H 3.28 3.87 -4.58  0.1099
58 H 4.67 0.10 -1.14  -0.0053
59 H 2.87 -0.45 0.11  0.0625
60 H 4.51 4.20 1.33  0.0400
61 H -4.96 2.75 -0.16  0.0740
62 H 0.60 -0.55 -10.02  0.0918
63 H 4.46 -1.64 -1.13  0.0478
64 H -0.40 -8.43 4.34  0.1041
65 H -4.83 -2.33 -0.65  0.0377
66 H -3.05 -1.29 3.20  0.0282
67 H -0.48 -7.81 2.65  0.0899
68 H -4.38 -0.69 4.13  0.1094
69 H -2.13 -3.09 -0.17  0.0176
70 H 4.04 5.03 -0.09  0.0386
71 H -0.92 3.31 3.73  0.0966
72 H 3.17 2.63 -3.31  0.0810
73 H -3.61 1.91 -0.84  0.0876
74 H -3.83 0.17 2.61  0.0890
75 H 2.26 0.51 -1.20  0.0376
76 H 0.91 7.05 -2.05  0.0794
77 H 2.48 -4.42 -0.49  -0.0053
78 H -1.33 -7.01 4.00  0.1000
79 H -2.15 -1.49 0.36  -0.0005
80 H -1.25 0.96 8.01  0.0878
81 H -0.76 -1.42 -5.69  0.1190
82 H 1.62 -2.04 -9.80  0.1129
83 H 0.04 2.30 -2.25  0.0940
84 H 2.13 3.44 -0.50  0.0003
85 H -2.52 2.59 3.79  0.0664
86 H -0.77 6.33 -1.69  0.1113
87 H -0.64 1.04 3.19  0.0699
88 H -4.20 3.46 -1.59  0.1031
89 H -0.73 0.36 -5.67  0.0854
90 H -0.80 -0.64 7.35  0.0764
91 H -0.48 7.37 -3.13  0.1020
92 H 0.80 -0.02 3.51  0.1219
93 H 2.34 -0.43 -10.35  0.0889
94 H -4.35 -1.15 0.43  0.0549
95 H 2.68 2.48 0.90  0.0280
96 H 3.07 -6.35 1.87  0.0657
97 H -1.50 1.91 -1.40  0.0737
98 H -0.63 -3.28 2.49  0.0592
99 H 2.67 -6.98 0.27  0.0342
100 H -2.37 4.30 4.04  0.1005
101 H -2.13 -3.40 3.51  0.0595
102 H 2.46 2.30 -4.89  0.0921
103 H -0.52 -2.95 4.18  0.0970
104 H 0.20 -0.43 -4.45  0.0778

Calculated values
HOMO-LUMO gap in eV: 10.389
DFT total energy in a.u.: -22968.3072
Largest force on an atom in eV/A: 3.5
HOMO in hartree: -0.36774

=====

DFT total energy of number 2 (C26H51N4O6OsS2Si)? -2867.5756 a.u.

=====

Which of these has the lowest DFT total energy? C26H52Br8O18